Run 1
Computed, not measured: a molecular structure, C26H35FN3S4Y, with ωB97M-V/def2-TZVPD.

Results
HOMO level	-5.64	eV
LUMO level	-0.18	eV
frontier orbital gap	5.458	eV
multiplicity	1

Each line ends with the natural charge from an NBO analysis.
Geometry (Å):
Y: 0.296 0.275 0.603  1.509
C: -2.279 1.126 -2.308  -0.515
C: -3.279 0.668 -1.251  -0.565
S: -2.575 -0.253 0.144  0.321
C: -2.602 -1.980 -0.386  -0.550
C: -1.786 -2.325 -1.623  -0.524
S: -0.035 -1.931 -1.377  0.293
C: 0.471 -1.452 -3.048  -0.530
C: 1.876 -0.863 -3.006  -0.556
S: 2.173 0.411 -1.751  0.310
C: 1.688 1.947 -2.568  -0.542
C: 0.233 2.114 -2.979  -0.526
S: -0.911 2.069 -1.571  0.262
H: -2.784 1.755 -3.043  0.227
H: -1.852 0.269 -2.825  0.204
H: -4.067 0.075 -1.720  0.234
H: -3.759 1.536 -0.797  0.242
H: -3.638 -2.289 -0.533  0.230
H: -2.207 -2.508 0.488  0.284
H: -2.146 -1.789 -2.502  0.207
H: -1.876 -3.393 -1.823  0.239
H: -0.244 -0.740 -3.457  0.197
H: 0.472 -2.333 -3.692  0.232
H: 2.156 -0.471 -3.986  0.233
H: 2.592 -1.648 -2.756  0.248
H: 2.320 2.071 -3.450  0.231
H: 1.975 2.715 -1.849  0.258
H: -0.065 1.339 -3.683  0.215
H: 0.123 3.074 -3.486  0.234
N: -1.393 0.849 3.118  -0.345
C: -2.046 1.502 4.081  -0.021
C: -2.164 2.824 3.686  -0.351
C: -1.529 2.875 2.442  -0.028
N: -1.070 1.673 2.106  -0.390
H: -1.033 -0.152 2.941  0.490
H: -2.374 0.997 4.974  0.225
H: -2.631 3.628 4.226  0.231
H: -1.379 3.716 1.785  0.214
C: 2.232 -2.727 1.318  -0.594
C: 1.022 -3.377 1.927  -0.107
C: 1.024 -4.730 2.232  -0.195
C: -0.062 -5.345 2.843  -0.293
C: -1.158 -4.564 3.188  -0.200
C: -1.196 -3.203 2.912  -0.127
C: -2.351 -2.369 3.390  -0.622
C: -0.113 -2.575 2.233  0.255
N: -0.138 -1.263 1.885  -1.338
H: 3.071 -3.423 1.271  0.209
H: 2.537 -1.858 1.904  0.232
H: 2.043 -2.375 0.297  0.186
H: 1.904 -5.317 1.989  0.194
H: -0.043 -6.403 3.069  0.201
H: -2.005 -5.016 3.696  0.192
H: -2.040 -1.712 4.211  0.198
H: -3.165 -2.992 3.762  0.209
H: -2.740 -1.713 2.605  0.203
F: 5.491 -1.530 3.887  -0.339
C: 4.687 -0.665 3.218  0.355
C: 3.557 -0.178 3.840  -0.269
C: 2.734 0.695 3.146  -0.211
C: 3.017 1.109 1.833  -0.030
C: 2.088 1.979 1.080  -1.004
C: 4.184 0.581 1.252  -0.229
C: 5.016 -0.298 1.931  -0.276
H: 3.323 -0.492 4.848  0.227
H: 1.841 1.073 3.632  0.214
H: 2.622 2.546 0.312  0.192
H: 1.589 2.692 1.744  0.216
H: 4.454 0.887 0.248  0.204
H: 5.916 -0.690 1.474  0.221



Run 2
Computed, not measured: a molecular structure, C26H35FN3S4Y, with ωB97M-V/def2-TZVPD.

Results
HOMO level	-5.99	eV
LUMO level	-0.04	eV
frontier orbital gap	5.952	eV
multiplicity	1

Each line ends with the natural charge from an NBO analysis.
Geometry (Å):
Y: 1.274 0.230 0.423  1.624
C: -2.835 -0.377 -0.589  -0.548
C: -2.917 1.071 -0.116  -0.540
S: -1.486 2.109 -0.514  0.279
C: -1.590 2.159 -2.322  -0.542
C: -0.210 2.251 -2.953  -0.546
S: 0.917 0.890 -2.587  0.275
C: 0.009 -0.531 -3.243  -0.543
C: 0.885 -1.770 -3.096  -0.550
S: 1.461 -2.074 -1.399  0.288
C: 0.202 -3.195 -0.749  -0.536
C: -1.235 -2.685 -0.747  -0.533
S: -1.415 -1.157 0.210  0.293
H: -2.752 -0.436 -1.676  0.200
H: -3.753 -0.894 -0.302  0.229
H: -2.978 1.103 0.975  0.246
H: -3.821 1.542 -0.505  0.230
H: -2.172 3.030 -2.627  0.232
H: -2.117 1.272 -2.676  0.210
H: 0.318 3.135 -2.593  0.264
H: -0.304 2.347 -4.036  0.229
H: -0.216 -0.357 -4.298  0.224
H: -0.924 -0.656 -2.698  0.209
H: 1.784 -1.657 -3.702  0.241
H: 0.360 -2.658 -3.451  0.231
H: 0.549 -3.374 0.269  0.286
H: 0.253 -4.127 -1.316  0.227
H: -1.873 -3.456 -0.312  0.234
H: -1.586 -2.502 -1.765  0.209
N: -0.221 0.210 3.121  -0.340
C: -0.823 0.646 4.225  -0.016
C: -1.052 2.005 4.070  -0.342
C: -0.531 2.306 2.813  -0.035
N: -0.015 1.212 2.248  -0.425
H: 0.252 -0.694 2.760  0.489
H: -1.046 -0.025 5.037  0.229
H: -1.519 2.675 4.771  0.232
H: -0.506 3.250 2.292  0.220
C: -0.477 -3.313 2.972  -0.615
C: 1.010 -3.279 3.224  -0.131
C: 1.564 -4.204 4.100  -0.199
C: 2.927 -4.264 4.331  -0.280
C: 3.753 -3.373 3.656  -0.197
C: 3.242 -2.432 2.779  -0.090
C: 4.169 -1.494 2.067  -0.604
C: 1.836 -2.343 2.541  0.246
N: 1.315 -1.432 1.666  -1.356
H: -0.990 -3.831 3.784  0.208
H: -0.727 -3.848 2.048  0.189
H: -0.906 -2.317 2.873  0.207
H: 0.903 -4.900 4.608  0.192
H: 3.341 -4.995 5.013  0.201
H: 4.825 -3.410 3.816  0.195
H: 5.208 -1.697 2.330  0.207
H: 3.950 -0.452 2.326  0.213
H: 4.069 -1.571 0.979  0.213
F: 1.078 6.313 -2.142  -0.339
C: 1.624 5.175 -1.642  0.337
C: 2.493 4.441 -2.427  -0.301
C: 3.043 3.276 -1.917  -0.178
C: 2.763 2.821 -0.615  -0.022
C: 3.310 1.577 -0.065  -1.031
C: 1.869 3.608 0.135  -0.247
C: 1.301 4.774 -0.363  -0.274
H: 2.737 4.791 -3.423  0.227
H: 3.735 2.708 -2.529  0.207
H: 3.729 1.735 0.936  0.227
H: 4.079 1.137 -0.701  0.221
H: 1.648 3.316 1.158  0.212
H: 0.625 5.374 0.233  0.226



Most favorable structure: run 2. The second most favorable one is 3.9 kcal/mol above it.



Run 1
Computed, not measured: 4 unconnected molecules or ions with the total composition C2H14N2O3, with ωB97M-V/def2-TZVPD.

Results
HOMO level	-8.76	eV
LUMO level	0.77	eV
SMILES string	NCCN.O.O.O
frontier orbital gap	9.534	eV
multiplicity	1

Each line ends with the natural charge from an NBO analysis.
Geometry (Å):
N: -1.751 -0.990 -1.098  -0.847
C: -0.745 -0.092 -0.536  -0.232
C: -1.275 1.308 -0.411  -0.219
N: -0.215 2.214 0.082  -0.850
H: -1.308 -1.870 -1.296  0.398
H: -2.501 -1.107 -0.438  0.342
H: -0.349 -0.443 0.414  0.170
H: 0.104 -0.088 -1.202  0.190
H: -2.138 1.369 0.236  0.180
H: -1.661 1.660 -1.364  0.179
H: -0.534 3.175 0.093  0.368
H: 0.507 2.209 -0.640  0.364
O: 1.301 1.091 2.081  -1.000
H: 0.656 1.567 1.505  0.504
H: 0.961 1.209 2.974  0.476
O: 0.438 -2.809 -1.066  -0.986
H: 0.976 -2.209 -0.516  0.506
H: 1.076 -3.454 -1.397  0.469
O: 1.934 -1.080 0.588  -1.002
H: 2.838 -1.317 0.811  0.475
H: 1.687 -0.344 1.179  0.515



Run 2
Computed, not measured: a molecular structure, C2H14N2O3, with ωB97M-V/def2-TZVPD.

Results
HOMO level	-8.36	eV
LUMO level	-4.74	eV
frontier orbital gap	3.615	eV
multiplicity	1

Each line ends with the natural charge from an NBO analysis.
Geometry (Å):
C: 0.563 -1.229 -0.864  -0.459
N: 0.740 -0.685 0.456  -0.408
C: 1.990 0.024 0.630  -0.156
N: 2.164 1.011 -0.358  -0.413
H: 0.508 -0.439 -1.635  0.263
H: -0.363 -1.811 -0.873  0.300
H: 1.406 -1.880 -1.121  0.184
H: -0.056 -0.054 0.641  0.456
H: 2.013 0.414 1.663  0.267
H: 2.803 -0.733 0.593  0.218
H: 2.977 1.591 -0.126  0.351
H: -1.840 -2.372 1.038  0.047
H: -3.110 -0.726 -1.216  0.452
H: -1.213 -2.711 1.206  -0.052
O: -2.283 -0.952 -0.797  -0.979
H: -0.293 2.930 -0.682  0.469
H: 0.749 1.717 -0.587  0.454
O: -0.225 1.962 -0.607  -0.935
H: -2.109 -0.402 0.301  0.470
H: -2.505 0.662 1.580  0.461
O: -1.798 0.035 1.320  -0.991



Most favorable structure: run 1. The second most favorable one is 208.9 kcal/mol above it.